Record 1
{
  "formula": "C3H7ClN4",
  "method": "the ωB97M-V functional and the def2-TZVPD basis",
  "orbital_gap_ev": 8.61,
  "lumo_ev": 0.75,
  "homo_ev": -7.86,
  "species": ["C", "C", "C", "H", "H", "H", "H", "H", "H", "H", "N", "N", "N", "N", "Cl"],
  "xyz": [[-0.6833, -1.3006, -0.8250], [0.7027, -0.7870, -0.1407], [0.8849, 0.5468, -0.0643], [-1.4577, -0.6598, 1.4980], [-2.9562, -0.9161, 1.3049], [-0.5004, -1.9776, -1.6359], [2.9700, 0.4841, -0.0612], [2.2942, 1.8791, 0.6373], [-1.0823, 1.0895, 0.4230], [-0.1943, 2.1074, -1.2642], [-2.1416, -0.3331, 0.7666], [-1.8644, -1.0861, -0.5336], [2.0777, 1.1269, -0.0512], [-0.0406, 1.5580, -0.2310], [1.9913, -1.7315, 0.1772]],
  "forces_ev_per_a": [[4.72, 0.29, 1.47], [-5.26, 1.45, -1.11], [-0.90, 0.83, -1.74], [0.41, 0.56, -1.26], [1.52, 1.96, -2.54], [-0.04, -0.11, -0.72], [-2.60, 1.44, -0.04], [-0.97, -0.70, -1.04], [3.07, 2.19, -3.29], [0.60, -2.59, 3.98], [-0.88, -3.19, 1.40], [-2.55, 0.80, 2.82], [6.78, -0.22, 1.28], [-5.96, 0.01, 0.43], [2.07, -2.72, 0.36]]
}

Record 2
{
  "formula": "C3H7ClN4O4",
  "method": "the ωB97M-V functional and the def2-TZVPD basis",
  "orbital_gap_ev": [7.00, 7.02],
  "lumo_ev": [-2.19, -2.18],
  "homo_ev": [-9.19, -9.19],
  "species": ["C", "C", "C", "N", "N", "N", "N", "O", "O", "O", "O", "Cl", "H", "H", "H", "H", "H", "H", "H"],
  "xyz": [[1.6734, -3.9823, -0.7661], [-2.6740, 3.0197, 0.8147], [0.9973, 0.4833, -0.1048], [1.1653, -1.7162, -0.4676], [-0.7507, 1.9517, 0.3252], [0.3282, -0.7283, -0.2465], [0.4092, 1.4741, 0.7163], [-0.8923, -0.8258, -0.1415], [0.9855, 1.7387, 1.8195], [0.6460, -2.9775, -0.5844], [-1.2513, 2.8236, 1.1251], [0.7868, 1.4805, -2.1774], [1.0180, -4.8706, -0.5572], [2.3912, -3.7762, 0.0277], [1.9851, -3.8407, -1.8371], [-2.7892, 4.1360, 0.8684], [-3.4187, 2.5428, 1.4602], [-2.7982, 2.7037, -0.2258], [2.1883, 0.3636, -0.0487]],
  "forces_ev_per_a": [[-1.46, 0.80, -0.38], [0.46, 1.84, -1.06], [3.73, 2.12, -3.35], [1.14, 0.32, 0.12], [2.43, -2.63, -1.51], [-0.53, -4.17, -0.29], [-2.69, 1.78, 1.36], [-0.58, 0.08, 0.02], [0.12, -0.24, -0.69], [-1.62, 2.79, 0.47], [-0.94, 0.48, 2.11], [0.48, -1.45, 2.31], [1.31, 0.44, -0.49], [0.46, -0.54, -0.48], [0.30, -0.76, 1.25], [-0.06, -1.12, 0.02], [0.84, -0.28, 0.23], [-0.17, 0.02, 0.27], [-3.21, 0.53, 0.10]]
}

Record 3
{
  "formula": "C3H7ClN5",
  "method": "the ωB97M-V functional and the def2-TZVPD basis",
  "smiles": "NC1=C(Cl)C=N[N@@H+](N)N1",
  "orbital_gap_ev": 7.23,
  "lumo_ev": -4.73,
  "total_charge": 1,
  "homo_ev": -11.97,
  "species": ["N", "C", "C", "Cl", "C", "N", "N", "N", "N", "H", "H", "H", "H", "H", "H", "H"],
  "xyz": [[1.2803, 1.9760, 0.9583], [0.6276, 0.8432, 0.8834], [-0.7646, 0.7877, 1.7464], [-0.9924, 1.8605, 3.0398], [-1.5966, -0.2232, 1.4272], [-1.3976, -1.1702, 0.5011], [-0.3524, -1.2922, -0.2855], [-0.6162, -0.9975, -1.6645], [0.8680, -0.1607, 0.1035], [1.3676, 2.6429, 1.6188], [2.0495, 2.0368, 0.3818], [-2.5897, -0.3552, 1.8176], [0.1319, -2.1998, -0.2880], [-0.8923, -1.7536, -2.1711], [-1.2936, -0.2292, -1.8552], [1.6213, 0.0627, -0.5285]],
  "forces_ev_per_a": [[0.41, -2.65, -2.72], [-6.64, 0.72, 4.61], [3.54, -0.72, -2.14], [0.03, 0.42, 0.06], [0.22, -0.09, -0.49], [-0.29, -1.20, 0.19], [-0.60, 2.83, -1.28], [1.23, 3.28, 0.83], [0.84, -0.60, -0.59], [-1.01, 2.16, 3.32], [2.13, 0.20, -1.71], [-0.11, 0.29, 0.60], [0.22, 0.20, 0.50], [-0.73, -3.14, -1.34], [0.66, -0.68, 1.20], [0.10, -1.03, -1.04]]
}

Record 4
{
  "formula": "C3H7ClNOZr",
  "method": "the ωB97M-V functional and the def2-TZVPD basis",
  "orbital_gap_ev": 2.96,
  "lumo_ev": -17.11,
  "total_charge": 3,
  "homo_ev": -20.07,
  "species": ["Zr", "Cl", "C", "C", "O", "N", "C", "H", "H", "H", "H", "H", "H", "H"],
  "xyz": [[-3.9557, -2.6221, -1.8267], [-2.2874, -1.5568, -1.8767], [-1.1040, -0.2293, -0.4293], [0.3478, -0.4158, 0.0741], [0.8340, -1.5105, 0.0720], [0.7875, 0.7625, 0.5880], [2.0996, 1.0322, 1.1102], [-1.4472, -1.1716, -0.8565], [-1.1083, 0.4975, -1.2416], [-1.6791, 0.0309, 0.4593], [0.2318, 1.5390, 0.2589], [2.8677, 0.2659, 1.0058], [2.0021, 1.4610, 2.1075], [2.4111, 1.9170, 0.5551]],
  "forces_ev_per_a": [[-6.79, -4.45, 0.17], [2.15, 1.35, -5.75], [1.95, 3.11, 2.36], [-0.53, -0.91, -0.19], [0.81, 0.09, 0.15], [0.45, -0.73, -1.58], [-0.04, 0.64, 0.50], [3.11, 0.14, 3.83], [-0.36, 0.38, 0.10], [-0.80, 0.03, -0.28], [0.22, 0.59, 0.38], [-0.64, -0.38, 0.17], [0.26, -0.26, 0.51], [0.20, 0.39, -0.37]]
}

Record 5
{
  "formula": "C3H7ClS",
  "method": "the ωB97M-V functional and the def2-TZVPD basis",
  "orbital_gap_ev": [5.54, 4.41],
  "lumo_ev": [-1.88, -2.79],
  "homo_ev": [-7.42, -7.19],
  "species": ["C", "C", "C", "S", "Cl", "H", "H", "H", "H", "H", "H", "H"],
  "xyz": [[-1.9640, 0.1665, 0.5036], [0.2191, -0.3615, 1.8781], [1.6545, 0.4486, -1.7910], [-0.3331, 0.2263, 0.5106], [-0.0943, -1.3890, -1.3704], [-2.4120, 0.9549, -0.2819], [-2.6076, -0.0096, 1.3256], [1.3633, -0.4112, 1.8362], [-0.4068, -0.6788, 2.7299], [2.0359, -0.3136, -2.3467], [0.9574, 1.1336, -2.2040], [1.5877, 0.2338, -0.7899]],
  "forces_ev_per_a": [[-0.77, 3.20, -2.92], [2.52, -0.24, 0.90], [-3.31, -1.39, -0.08], [-2.45, 1.29, 1.98], [1.48, -0.05, -2.30], [1.06, -2.15, 1.65], [-0.09, -0.47, 0.83], [-1.90, -0.17, 0.66], [0.64, 0.06, -0.68], [1.92, -1.44, -1.98], [-0.05, 0.87, -0.39], [0.94, 0.48, 2.35]]
}

Record 6
{
  "formula": "C3H7F2OP",
  "method": "the ωB97M-V functional and the def2-TZVPD basis",
  "smiles": "OCCC(F)(F)P",
  "orbital_gap_ev": 10.54,
  "lumo_ev": 0.76,
  "homo_ev": -9.78,
  "species": ["O", "C", "C", "C", "F", "F", "P", "H", "H", "H", "H", "H", "H", "H"],
  "xyz": [[2.6986, -0.3146, 0.3338], [1.4260, -0.9467, 0.0872], [0.4249, 0.2443, 0.1334], [-1.2915, -0.2668, 0.0692], [-1.4082, -0.8790, -1.1354], [-1.4412, -1.2753, 1.0176], [-2.6500, 0.9496, 0.2135], [2.8854, 0.1449, -0.5350], [1.5111, -1.4359, -0.8025], [1.1474, -1.5407, 0.8567], [0.6550, 0.9031, -0.7127], [0.4487, 0.9775, 1.0066], [-1.9261, 2.0917, 0.5746], [-2.4800, 1.3480, -1.1069]],
  "forces_ev_per_a": [[0.31, 0.21, -1.48], [0.08, 5.04, 1.20], [-3.35, 0.18, 0.04], [4.58, -0.08, 0.19], [-0.32, -0.39, -0.37], [0.10, 0.75, -0.40], [-0.81, 0.45, 0.19], [0.03, -0.66, 1.64], [-0.53, -1.41, -2.49], [-0.15, -2.30, 2.41], [-0.63, -0.17, -0.22], [0.49, -1.64, -0.61], [0.38, 0.04, 0.50], [-0.19, -0.02, -0.59]]
}

Record 7
{
  "formula": "C3H7F2P",
  "method": "the ωB97M-V functional and the def2-TZVPD basis",
  "smiles": "C[C@H](F)[C@@H](F)P",
  "orbital_gap_ev": 10.75,
  "lumo_ev": 0.87,
  "homo_ev": -9.88,
  "species": ["C", "C", "F", "C", "F", "P", "H", "H", "H", "H", "H", "H", "H"],
  "xyz": [[-1.8675, 0.1835, -0.1711], [-0.4393, 0.6587, 0.1214], [-0.0352, 1.7233, -0.6555], [0.5761, -0.4480, 0.0951], [0.3995, -1.3716, -0.8908], [2.3225, 0.3536, 0.0652], [-2.1517, -0.2726, -1.1437], [-2.2181, -0.6614, 0.4495], [-2.5885, 0.9903, -0.0582], [-0.2589, 1.0387, 1.1714], [0.5526, -1.0188, 1.0224], [2.7561, -0.4910, -0.9991], [2.9525, -0.6846, 0.9933]],
  "forces_ev_per_a": [[-1.10, -0.41, -0.27], [-0.08, -0.68, 1.44], [-0.40, 0.13, -0.87], [1.35, 0.21, 0.64], [-0.22, -0.32, -0.98], [0.80, -2.01, 0.77], [1.25, 0.66, -0.03], [0.62, 0.61, 0.51], [0.09, 0.17, 0.27], [-1.01, -0.28, -0.75], [-0.37, 0.19, 0.21], [-0.13, 0.43, -0.07], [-0.80, 1.28, -0.88]]
}

Record 8
{
  "formula": "C3H7F5N3P3",
  "method": "the ωB97M-V functional and the def2-TZVPD basis",
  "orbital_gap_ev": 11.85,
  "lumo_ev": 0.65,
  "homo_ev": -11.20,
  "species": ["C", "C", "C", "N", "N", "N", "F", "F", "F", "F", "F", "P", "P", "P", "H", "H", "H", "H", "H", "H", "H"],
  "xyz": [[-1.2446, 1.1970, -1.2708], [-2.0918, -1.1959, -0.9089], [-1.0043, -0.2983, -1.4553], [1.6091, 0.4037, -0.6277], [-0.1923, -0.5396, 1.1919], [2.1967, 0.4603, 2.1593], [0.6350, -2.1186, -0.6583], [3.0683, 2.1429, 0.3572], [4.0469, 0.0285, 0.4025], [0.0760, 0.7703, 3.4263], [0.9136, -1.4469, 3.4088], [0.3617, -0.4872, -0.2981], [2.6231, 0.6773, 0.6144], [0.7905, -0.2184, 2.4316], [-2.3127, 1.5503, -1.5870], [-1.1714, 1.5312, -0.1728], [-0.5098, 1.8872, -1.9374], [-2.3658, -0.7593, -0.0068], [-1.7952, -2.1663, -0.9429], [-2.8767, -0.9953, -1.5547], [-0.7565, -0.4231, -2.5713]],
  "forces_ev_per_a": [[-1.17, 3.48, -0.78], [0.48, 2.90, -1.46], [1.56, 1.41, -0.71], [2.05, 0.01, 1.78], [1.33, 0.39, 2.00], [0.34, -0.35, -2.00], [0.32, 2.22, 0.59], [-0.11, -0.25, 0.59], [-1.36, 0.20, 0.12], [0.16, -0.89, -0.63], [0.00, 0.99, -1.02], [-0.69, -4.15, -1.59], [0.33, 0.31, -0.55], [-1.48, 0.38, -0.02], [1.73, -0.86, 0.43], [0.01, -0.43, -1.55], [-1.55, -1.80, 1.76], [-0.52, -0.08, 2.05], [0.52, -2.85, 0.41], [-1.96, -0.20, -1.30], [0.01, -0.44, 1.88]]
}

Record 9
{
  "formula": "C3H7FGaO2",
  "method": "the ωB97M-V functional and the def2-TZVPD basis",
  "orbital_gap_ev": [9.57, 6.44],
  "lumo_ev": [-11.60, -14.51],
  "total_charge": 2,
  "spin_multiplicity": 2,
  "homo_ev": [-21.16, -20.96],
  "species": ["O", "Ga", "F", "C", "O", "C", "C", "H", "H", "H", "H", "H", "H", "H"],
  "xyz": [[0.6639, 1.4903, 1.0675], [1.9913, 0.2993, 0.3852], [3.5573, -0.1171, 0.0143], [0.1093, -1.4296, -1.2577], [0.2402, -0.5602, -0.1329], [-0.7601, 0.4360, -0.0131], [-0.7644, 1.1220, 1.3200], [0.4063, -2.4296, -0.9288], [-0.9373, -1.4540, -1.5886], [0.7506, -1.0815, -2.0779], [-0.6625, 0.5064, 2.2484], [-1.7166, -0.0364, -0.2755], [-1.2091, 1.5459, -0.3076], [-1.6690, 1.7085, 1.5468]],
  "forces_ev_per_a": [[-0.72, 1.57, 1.30], [-2.06, 0.13, 0.45], [0.23, -0.03, -0.01], [-0.13, -1.70, -1.85], [1.75, 2.73, 0.26], [-5.97, 0.97, -0.75], [2.84, -2.36, 3.25], [0.02, 0.23, -0.01], [0.30, 0.09, 0.17], [-0.25, -0.08, 0.17], [-0.02, -0.48, -0.61], [0.12, -0.65, 0.86], [2.90, -1.85, -2.54], [0.99, 1.41, -0.69]]
}

Record 10
{
  "formula": "C3H7FGdO2",
  "method": "the ωB97M-V functional and the def2-TZVPD basis",
  "orbital_gap_ev": [5.52, 8.26],
  "lumo_ev": [-8.23, -5.63],
  "total_charge": 1,
  "spin_multiplicity": 8,
  "homo_ev": [-13.74, -13.89],
  "species": ["Gd", "F", "O", "C", "C", "O", "C", "H", "H", "H", "H", "H", "H", "H"],
  "xyz": [[2.1967, 1.5023, -0.2625], [3.7898, 0.2869, 0.1933], [0.1492, 1.9059, -0.2456], [-1.1394, 1.4081, -0.1842], [-1.2388, -0.0662, 0.1919], [-0.5344, -0.9467, -0.6566], [0.5831, -1.5980, -0.1044], [-1.6507, 1.5347, -1.1605], [-1.7513, 1.9612, 0.5592], [-2.2942, -0.3742, 0.1369], [-0.8954, -0.1999, 1.2373], [0.9455, -2.4850, -0.6561], [1.5028, -0.9607, 0.0491], [0.3371, -1.9685, 0.9023]],
  "forces_ev_per_a": [[0.35, 0.04, -0.16], [-1.11, 0.40, -0.07], [1.28, -0.41, 0.15], [-1.69, -0.14, -0.26], [-0.09, -0.51, 0.83], [0.85, 0.02, -0.83], [0.35, -0.31, 1.12], [0.48, 0.04, 0.25], [0.44, -0.19, -0.24], [0.23, 0.32, 0.13], [-0.14, 0.04, -0.31], [-0.60, 0.70, -0.29], [-0.46, -0.10, -0.21], [0.12, 0.09, -0.11]]
}

Record 11
{
  "formula": "C3H7FN2O",
  "method": "the ωB97M-V functional and the def2-TZVPD basis",
  "orbital_gap_ev": 9.07,
  "lumo_ev": -0.17,
  "homo_ev": -9.24,
  "species": ["C", "C", "C", "H", "H", "H", "H", "H", "H", "H", "N", "N", "O", "F"],
  "xyz": [[-0.7273, 2.0219, -0.0125], [-0.1153, -0.1772, -0.0628], [-0.8886, -1.5625, 0.0217], [-0.2733, 2.3138, 0.8447], [-1.6383, 2.7192, -0.0372], [-0.2241, 2.3648, -0.9553], [-0.3803, -2.3111, -0.7855], [-0.5231, -1.9499, 1.1356], [2.4457, -1.0578, 1.3549], [2.8236, -0.8592, -1.0030], [1.0990, 0.2724, -0.3278], [1.9028, -1.0271, -0.0171], [-1.1916, 0.7306, 0.0382], [-2.3090, -1.4781, -0.1939]],
  "forces_ev_per_a": [[-3.28, 3.52, -3.22], [-2.58, 1.73, -1.27], [3.00, -1.82, 0.58], [2.16, 0.60, 2.44], [0.74, -1.18, 0.10], [0.14, -0.94, 0.93], [-1.52, 1.82, 2.01], [-1.76, 0.56, -2.77], [-1.40, 0.86, -5.09], [-2.91, -0.77, 4.64], [-1.63, -3.85, 2.82], [3.62, 1.40, -1.24], [2.43, -1.89, -0.65], [3.00, -0.04, 0.72]]
}

Record 12
{
  "formula": "C3H7FN2O",
  "method": "the ωB97M-V functional and the def2-TZVPD basis",
  "smiles": "N/N=C(\\CO)CF",
  "orbital_gap_ev": 10.42,
  "lumo_ev": 0.88,
  "homo_ev": -9.54,
  "species": ["N", "N", "C", "C", "O", "C", "F", "H", "H", "H", "H", "H", "H", "H"],
  "xyz": [[-1.6515, -1.1256, 0.1989], [-0.3430, -1.2508, -0.1919], [0.3555, -0.1954, -0.1857], [-0.1891, 1.1993, 0.2989], [-1.2882, 1.6046, -0.4110], [1.7825, -0.3342, -0.5581], [2.5317, 0.1841, 0.4571], [-1.7255, -0.5779, 1.0720], [-2.0429, -2.0511, 0.3490], [-0.3335, 1.1277, 1.4049], [0.6695, 1.8638, 0.2018], [-1.8799, 0.8297, -0.5167], [2.1141, 0.1387, -1.4946], [2.0002, -1.4131, -0.6248]],
  "forces_ev_per_a": [[-0.77, 0.22, 0.86], [0.41, -0.37, -0.43], [-0.74, 1.26, 0.55], [2.05, -2.00, 0.73], [-1.19, 0.09, -0.58], [0.19, -1.22, -0.90], [0.80, 0.60, 0.88], [-0.13, -0.36, -0.46], [0.14, 0.27, -0.03], [-0.26, 0.02, -0.45], [-0.38, 0.47, -0.28], [0.34, 0.53, 0.01], [-0.42, 0.12, 0.21], [-0.03, 0.36, -0.10]]
}

Largest force on an atom values (in eV/A) by entry order: 6.900; 5.445; 8.116; 8.115; 4.399; 5.179; 2.298; 4.499; 6.096; 1.718; 5.792; 2.952.